The following is a DFT calculation (ωB97M-V/def2-TZVPD) of 30 unconnected molecules or ions with the total composition C70H208N28O30 in a non-equilibrium geometry.

```
336
C70H208N28O30 (ωB97M-V/def2-TZVPD)
C 1.8646 0.1645 -2.6475
C 0.5997 -0.3643 -1.8781
C -0.0051 -1.5555 -2.6663
C -1.1538 -2.1866 -1.8707
C -0.5705 -2.8094 -0.6189
C 0.1684 -1.7001 0.2577
N 1.1898 -1.0072 -0.6799
O 1.7989 -0.0205 0.1056
C 1.0782 -2.5337 1.1605
C -0.6956 -0.7845 1.1136
C -0.3034 0.8997 -1.6774
H 2.5718 -0.6087 -2.8152
H 2.2866 1.0367 -2.1559
H 1.5305 0.5798 -3.6167
H 0.7807 -2.3076 -2.8876
H -0.2508 -1.2858 -3.7237
H -1.5366 -3.0421 -2.4875
H -1.9395 -1.4690 -1.6617
H 0.2129 -3.5589 -0.8375
H -1.3614 -3.3271 -0.0036
H 0.5185 -2.9213 2.0214
H 1.9409 -1.9584 1.5412
H 1.4397 -3.4341 0.6306
H -1.2638 -0.0526 0.6078
H -0.0221 -0.2838 1.8072
H -1.4819 -1.3648 1.6054
H -0.3829 1.6130 -2.5958
H 0.1573 1.4939 -0.8861
H -1.3334 0.6595 -1.3702
O 4.5514 5.1238 1.1337
H 4.6100 5.7178 1.8652
C 4.5692 -5.4766 1.2791
O 5.2784 -5.3443 0.0943
H 3.9695 -6.4303 1.3085
H 5.2323 -5.5492 2.1765
H 3.8682 -4.6521 1.4317
H 5.5616 -4.4487 0.0828
C -2.1103 -7.3818 0.8381
O -2.7124 -6.1488 1.2234
H -2.6500 -8.2826 1.1647
H -2.0785 -7.3912 -0.2588
H -1.0952 -7.4225 1.3028
H -2.8348 -6.1750 2.1983
C 2.0893 -6.6144 -1.2793
O 2.4946 -5.4614 -2.0178
H 2.7411 -7.4599 -1.5768
H 2.2636 -6.3301 -0.2401
H 1.0722 -6.7614 -1.5250
H 2.2004 -5.6093 -2.9264
C -1.5038 -5.7195 -3.0997
O -1.3652 -5.5796 -4.5359
H -0.5717 -5.3316 -2.5724
H -2.4120 -5.1728 -2.6907
H -1.6048 -6.7770 -2.8771
H -1.5115 -4.5860 -4.7610
C 6.9814 2.9001 2.4762
O 7.0393 3.5684 1.1644
H 6.6715 3.5995 3.2378
H 6.2320 2.0756 2.4675
H 7.9920 2.4712 2.6698
H 6.2237 4.0309 1.0862
C 3.2180 -3.2746 -4.7930
O 2.3005 -2.2715 -5.1712
H 4.1994 -2.8502 -4.4678
H 2.7823 -3.9609 -4.0838
H 3.4549 -3.9160 -5.6507
H 2.1450 -1.6793 -4.4210
C 5.5604 -1.9874 4.3141
O 4.5357 -2.1005 5.1928
H 5.3643 -1.3547 3.4668
H 6.4493 -1.5405 4.7641
H 5.8401 -2.9614 4.0026
H 3.9409 -1.2399 5.2875
C 1.1647 -7.3088 -5.9547
O 1.1863 -6.7091 -4.6782
H 1.9571 -8.0336 -6.0044
H 0.1704 -7.8080 -6.1113
H 1.2723 -6.5694 -6.7578
H 0.3228 -6.2430 -4.5067
C 6.7839 3.0003 -6.1559
O 6.1213 4.1068 -5.6416
H 6.2506 2.5560 -7.0035
H 7.8074 3.2734 -6.5321
H 7.0052 2.2085 -5.4436
H 5.7263 3.9378 -4.7639
C -5.7949 -0.6009 4.0790
O -4.7884 -0.2765 4.7157
N -6.5648 0.2630 3.3526
N -6.2697 -1.8878 4.0213
H -7.0453 -0.0823 2.5511
H -6.2481 1.2654 3.3290
H -7.2262 -2.0216 3.7225
H -5.9273 -2.5921 4.6811
C 1.5622 4.7565 -3.5697
O 0.4942 4.4528 -4.0939
N 1.7281 4.5785 -2.1792
N 2.6277 5.2807 -4.2021
H 2.7060 4.3946 -1.8417
H 1.0591 3.9389 -1.7525
H 2.5100 5.5632 -5.1319
H 3.5069 5.1116 -3.7268
C -2.5840 1.9332 1.9626
O -2.5227 2.4482 0.8397
N -3.2745 0.7827 2.2063
N -2.0500 2.5463 3.0643
H -3.2546 0.3969 3.1270
H -3.7167 0.2698 1.4729
H -1.4875 3.2879 2.7093
H -1.8397 2.0290 3.8855
C -2.9132 6.6084 1.0850
O -3.9355 7.2423 0.8316
N -1.6339 7.1801 1.3440
N -2.8706 5.2831 0.8550
H -1.7648 8.1363 1.5600
H -0.8324 6.7255 1.7723
H -3.6980 4.9706 0.3419
H -2.0197 4.7841 0.7488
C 4.5964 -2.1152 0.0431
O 5.6687 -2.6321 0.3370
N 3.7663 -2.7079 -0.7948
N 4.2170 -0.9063 0.4476
H 2.8531 -2.2441 -0.9384
H 3.8727 -3.7476 -0.8862
H 5.0027 -0.4314 1.0014
H 3.2679 -0.3832 0.1772
C 1.4653 3.5607 1.4022
O 0.7475 4.3474 2.1217
N 1.1829 2.1983 1.4676
N 2.4236 3.8798 0.6248
H 1.4208 1.5048 0.6850
H 0.2367 1.8987 1.8350
H 3.6264 4.7853 1.1103
H 2.7420 3.0434 0.0681
C 2.5627 7.3226 2.2957
O 3.1036 8.3515 2.6225
N 2.0119 7.0920 1.0718
N 2.4540 6.3427 3.2108
H 2.2322 7.7566 0.3358
H 1.9219 6.1224 0.7716
H 1.9006 5.5194 3.0335
H 2.6896 6.6170 4.1711
C 2.7649 0.7369 4.2015
O 3.3506 0.2897 5.2396
N 2.7383 0.0724 3.0683
N 2.2451 1.9502 4.1981
H 3.3177 -0.6574 2.7621
H 2.1062 0.3824 2.3597
H 1.7845 2.1960 3.2939
H 2.1997 2.4303 5.0739
C -4.3072 -3.6199 -0.8119
C -4.4855 -2.5238 0.1708
C -4.9862 -1.3747 -0.6727
O -4.8029 -0.1489 0.0112
C -5.0781 0.9714 -0.7363
N -5.4393 -2.9407 1.1962
H -3.6546 -3.3479 -1.6381
H -5.3331 -3.7192 -1.1785
H -3.9487 -4.5936 -0.4922
H -3.4510 -2.2312 0.5388
H -6.0384 -1.5275 -0.8667
H -4.4638 -1.4015 -1.6226
H -4.7750 1.8689 -0.2150
H -6.1360 0.9688 -1.0132
H -4.5867 0.9871 -1.7081
H -5.4185 -2.3735 2.1215
H -5.2077 -3.9005 1.4958
C 0.4818 5.2841 -7.2787
C -0.4405 6.2721 -6.7059
C -1.8140 5.5959 -6.3021
O -2.7261 6.6403 -6.0382
C -3.9103 6.1229 -5.4845
N 0.2354 6.9308 -5.5981
H 1.0384 4.6681 -6.5281
H 1.2355 5.7780 -7.9025
H 0.0449 4.5202 -7.9375
H -0.6506 6.9724 -7.4495
H -1.7020 5.0605 -5.3976
H -2.1898 5.0330 -7.2092
H -3.6950 5.4733 -4.6409
H -4.4845 5.6372 -6.2547
H -4.4713 7.0017 -5.1827
H 0.2640 6.4737 -4.7058
H -0.3152 7.7722 -5.3704
C -2.1070 8.7920 -2.4224
C -2.8232 7.5058 -2.6864
C -2.1168 6.2550 -2.1413
O -2.8615 5.0782 -2.2253
C -2.1675 3.8068 -2.0956
N -4.2443 7.6590 -2.1800
H -2.5822 9.6588 -2.8215
H -1.0430 8.7223 -2.7666
H -2.0283 8.9122 -1.3511
H -2.8967 7.4974 -3.7689
H -1.8666 6.4410 -1.1077
H -1.1698 6.2206 -2.7790
H -1.4400 3.5852 -2.8431
H -2.9190 3.0329 -2.0345
H -1.6301 3.7592 -1.1135
H -4.9034 7.0687 -2.6751
H -4.2624 7.4056 -1.1655
C -1.1310 3.8028 6.2021
C -0.7761 2.9893 7.4779
C -0.2669 1.4972 7.0943
O -1.1416 0.8527 6.1327
C -2.4984 0.6197 6.6102
N 0.2918 3.5687 8.2245
H -1.8334 3.3156 5.5559
H -0.2627 4.0163 5.6048
H -1.5763 4.7802 6.5619
H -1.6352 2.9456 8.1480
H -0.2063 0.9424 8.0732
H 0.7040 1.5925 6.5820
H -2.8873 0.1170 5.7841
H -3.0845 1.4619 6.7741
H -2.5918 -0.0620 7.4208
H 0.0394 4.2772 8.8544
H 1.0567 3.7951 7.5929
C 7.4315 5.7578 -2.8386
C 6.2492 5.6861 -1.9305
C 5.7619 4.2257 -1.7259
O 5.1391 3.8664 -2.9672
C 4.6524 2.5046 -2.9535
N 6.5426 6.4830 -0.7561
H 7.4008 5.1122 -3.7444
H 8.2903 5.5047 -2.2628
H 7.5474 6.7810 -3.1402
H 5.3873 6.1623 -2.4477
H 5.0357 4.0702 -0.9337
H 6.5215 3.4591 -1.5476
H 4.0420 2.2983 -2.0502
H 5.5104 1.8251 -2.7896
H 4.0734 2.3755 -3.8851
H 5.8115 6.3471 -0.0524
H 7.3868 6.0763 -0.3535
C -2.4328 -2.8866 4.7741
C -3.2791 -4.1243 4.6287
C -2.4487 -5.3921 5.0411
O -2.9911 -6.6429 4.5691
C -2.1367 -7.7240 4.8163
N -4.4826 -4.1307 5.4757
H -1.7184 -2.9341 5.6407
H -3.1356 -2.0454 4.9931
H -1.8021 -2.6172 3.8760
H -3.5498 -4.1611 3.5620
H -2.4581 -5.4922 6.1228
H -1.3529 -5.2649 4.7643
H -1.1307 -7.5984 4.4338
H -2.6243 -8.6271 4.3614
H -1.9561 -7.9029 5.9231
H -4.9601 -4.9835 5.3776
H -4.3879 -4.0012 6.5096
C 1.1285 -5.9269 2.7201
C 2.2496 -5.7611 3.7585
C 2.3957 -4.3223 4.0842
O 1.0866 -3.8899 4.4837
C 1.0764 -2.5139 4.8157
N 2.1527 -6.8071 4.8838
H 1.1237 -5.1931 1.9314
H 0.1665 -5.5860 3.2688
H 1.1043 -6.9741 2.3749
H 3.1925 -6.0700 3.3060
H 2.7440 -3.8045 3.1207
H 3.0967 -4.2421 4.8801
H 2.1035 -2.1274 5.0537
H 0.3834 -2.3901 5.6414
H 0.6097 -2.0524 3.8900
H 1.3807 -6.5521 5.5215
H 3.0509 -6.7283 5.4009
C -8.3090 -3.3283 -3.9707
C -7.0001 -3.2705 -4.6777
C -6.0769 -2.1189 -4.1590
O -4.8278 -2.0896 -4.8679
C -4.9211 -1.3193 -6.0530
N -6.4009 -4.5799 -4.4521
H -8.7644 -2.3510 -4.0486
H -8.0580 -3.4308 -2.9072
H -8.9296 -4.1588 -4.2307
H -7.1256 -3.1581 -5.7265
H -5.8133 -2.3892 -3.1163
H -6.4729 -1.0877 -4.1282
H -5.3699 -0.3513 -5.8188
H -5.6789 -1.8015 -6.6842
H -3.9404 -1.2221 -6.4793
H -6.2099 -4.6426 -3.4628
H -5.4729 -4.5853 -4.9007
C 8.8353 1.6736 -1.3430
C 8.5896 0.2292 -0.9924
C 7.2223 -0.2339 -1.4636
O 7.0986 -0.1695 -2.8503
C 6.0200 -0.9807 -3.3466
N 9.7045 -0.5506 -1.5374
H 8.2567 2.2826 -0.6971
H 8.5808 1.6675 -2.4528
H 9.9357 1.9492 -1.3141
H 8.5823 0.0517 0.0501
H 6.4076 0.3313 -0.9851
H 7.0446 -1.2205 -1.1244
H 5.9732 -0.7773 -4.4617
H 5.0420 -0.7939 -2.8285
H 6.2017 -2.0530 -3.2459
H 9.8223 -0.2148 -2.4862
H 9.4929 -1.5239 -1.5577
C -8.0395 -1.0879 8.3077
C -6.6478 -0.5159 8.7485
C -5.7299 -1.6939 9.1301
O -6.2077 -2.3392 10.2684
C -5.3301 -3.3683 10.6854
N -6.0207 0.2490 7.6371
H -7.8476 -1.7815 7.4850
H -8.6485 -0.2893 7.8702
H -8.4956 -1.6009 9.1295
H -6.7020 0.1166 9.6309
H -4.6741 -1.3678 9.2668
H -5.8276 -2.3369 8.2522
H -5.2511 -4.1438 9.8940
H -5.7526 -3.8248 11.6462
H -4.3074 -3.0071 10.8362
H -5.1133 0.6533 7.7559
H -6.0497 -0.2568 6.7666
C -0.2885 -3.5616 -7.1213
C -0.6733 -2.5303 -6.0628
C -0.8028 -1.1045 -6.5327
O -1.7933 -1.1108 -7.5596
C -1.7499 0.0386 -8.4248
N -1.8961 -2.8878 -5.3259
H 0.6614 -3.2918 -7.5547
H -1.0462 -3.6377 -7.9221
H -0.2516 -4.5689 -6.6207
H 0.1267 -2.5111 -5.2816
H 0.1452 -0.7689 -6.9441
H -1.1378 -0.5181 -5.6532
H -0.8374 0.0780 -9.0156
H -1.7836 0.9621 -7.8611
H -2.5958 0.1024 -9.1130
H -2.0014 -2.2212 -4.5819
H -2.7724 -2.8336 -5.8194
```

Computed properties:
Net charge: -2
HOMO level (hartree): -0.1397
Molar mass (g/mol): 1922.60
Energy above the lowest of the compared OMol25 structures with the same formula, charge and spin (kcal per mole): 0.0

Here are the Löwdin charges for atoms 1 to 6, given in e:
1 C -0.032
2 C -0.453
3 C -0.126
4 C -0.183
5 C -0.116
6 C -0.417